Entry 1:
Entry from the Open Molecules 2025 dataset: a structure of composition C48H44B2O5P2Pt (wB97M-V/def2-TZVPD).

Last column: Löwdin charge in e.
CARTESIAN COORDINATES (ANGSTROEM)
Pt (-0.4257, 0.5693, 0.0107)  1.03
O (2.3820, 2.9498, 0.0141)  -0.05
C (3.5587, 2.2566, 0.1074)  -0.22
C (4.8147, 2.8175, 0.2875)  0.02
C (5.9410, 2.0074, 0.3128)  -0.03
C (5.8391, 0.6357, 0.1678)  -0.05
C (4.5857, 0.0712, 0.0548)  -0.07
C (3.4344, 0.8702, 0.0504)  -0.24
P (1.9136, -0.1353, -0.0711)  1.10
C (2.1658, -1.3917, 1.1656)  -0.34
C (1.7480, -2.7165, 0.9911)  -0.08
C (1.9741, -3.6513, 1.9828)  -0.03
C (2.5838, -3.2654, 3.1728)  -0.03
C (2.9723, -1.9459, 3.3713)  -0.04
C (2.7723, -1.0098, 2.3722)  -0.08
C (1.8663, -0.7373, -1.7619)  -0.34
C (1.4590, 0.2153, -2.7138)  -0.08
C (1.4045, -0.1255, -4.0540)  -0.04
C (1.7664, -1.4054, -4.4551)  -0.03
C (2.1876, -2.3458, -3.5181)  -0.04
C (2.2292, -2.0258, -2.1728)  -0.06
C (2.1287, 4.3264, -0.0215)  -0.27
C (3.0263, 5.3639, -0.1945)  0.01
C (2.5385, 6.6725, -0.2019)  -0.04
C (1.1958, 6.9452, -0.0539)  -0.05
C (0.3027, 5.8896, 0.0789)  -0.05
C (0.7723, 4.5830, 0.0977)  -0.34
P (-0.3849, 3.1967, 0.1152)  1.12
C (-0.0341, 2.5189, 1.8832)  -0.34
C (1.0781, 2.8569, 2.6487)  -0.06
C (1.3508, 2.1370, 3.8092)  -0.03
C (0.5396, 1.0755, 4.2164)  -0.05
C (-0.5939, 0.7581, 3.4879)  -0.03
C (-0.8902, 1.4987, 2.3421)  -0.19
C (-0.6899, 3.1817, -1.7539)  -0.35
C (-1.8563, 2.5891, -2.2340)  -0.11
C (-2.0804, 2.4862, -3.5986)  -0.04
C (-1.1348, 2.9742, -4.4917)  -0.05
C (0.0259, 3.5800, -4.0162)  -0.06
C (0.2558, 3.6935, -2.6514)  -0.08
H (4.9453, 3.8681, 0.4289)  0.10
H (6.9116, 2.4697, 0.4461)  0.13
H (6.7206, 0.0082, 0.1702)  0.12
H (4.4992, -1.0072, -0.0177)  0.12
H (1.2589, -3.0328, 0.0819)  0.10
H (1.6699, -4.6794, 1.8309)  0.12
H (2.7585, -4.0001, 3.9490)  0.12
H (3.4457, -1.6508, 4.2993)  0.12
H (3.0952, 0.0128, 2.5246)  0.11
H (1.1869, 1.2228, -2.4113)  0.08
H (1.0871, 0.6092, -4.7831)  0.11
H (1.7358, -1.6710, -5.5046)  0.12
H (2.4944, -3.3330, -3.8409)  0.12
H (2.5895, -2.7601, -1.4695)  0.10
H (4.0736, 5.2219, -0.3623)  0.10
H (3.2442, 7.4836, -0.3367)  0.12
H (0.8394, 7.9664, -0.0647)  0.12
H (-0.7616, 6.0863, 0.1485)  0.12
H (1.7307, 3.6687, 2.3577)  0.11
H (2.2165, 2.4067, 4.4026)  0.12
H (0.7774, 0.5257, 5.1177)  0.12
H (-1.2742, -0.0166, 3.8197)  0.13
H (-1.8919, 1.3854, 1.9344)  0.09
H (-2.6095, 2.2315, -1.5532)  0.06
H (-2.9960, 2.0320, -3.9599)  0.12
H (-1.3062, 2.8980, -5.5584)  0.12
H (0.7538, 3.9816, -4.7118)  0.12
H (1.1588, 4.1811, -2.3090)  0.11
C (-5.1277, 1.6320, -0.7383)  0.00
C (-4.7425, 0.1699, -0.6413)  -0.41
C (-5.5782, -0.6821, -1.5663)  0.01
O (-3.3316, 0.0821, -1.1159)  0.12
B (-2.5721, 0.0263, -0.0056)  -0.72
O (-3.2194, -0.1172, 1.1749)  0.10
C (-4.6472, -0.3645, 0.8316)  -0.41
C (-4.8315, -1.8610, 0.9532)  0.02
C (-5.5026, 0.3903, 1.8244)  0.01
H (-5.0406, 1.9601, -1.7763)  0.10
H (-4.4842, 2.2640, -0.1180)  0.10
H (-6.1605, 1.7881, -0.4233)  0.11
H (-5.5916, -0.2366, -2.5622)  0.10
H (-6.6105, -0.7309, -1.2080)  0.11
H (-5.1890, -1.6964, -1.6448)  0.10
H (-4.1796, -2.4031, 0.2624)  0.10
H (-5.8650, -2.1447, 0.7460)  0.11
H (-4.5890, -2.1707, 1.9704)  0.11
H (-5.2061, 1.4359, 1.9033)  0.09
H (-5.4226, -0.0686, 2.8106)  0.10
H (-6.5534, 0.3532, 1.5263)  0.11
O (-1.1783, -2.1835, -1.1851)  0.18
B (-0.9927, -1.4418, -0.0426)  -0.74
O (-1.1121, -2.2060, 1.1025)  0.15
C (-1.3873, -3.4879, 0.6429)  -0.21
C (-1.6177, -4.6280, 1.3803)  0.02
C (-1.8751, -5.7829, 0.6461)  -0.05
C (-1.9100, -5.7705, -0.7511)  -0.05
C (-1.6885, -4.6035, -1.4755)  0.03
C (-1.4198, -3.4793, -0.7294)  -0.19
H (-1.5942, -4.6215, 2.4630)  0.13
H (-2.0577, -6.7134, 1.1685)  0.12
H (-2.1174, -6.6912, -1.2813)  0.12
H (-1.7152, -4.5777, -2.5578)  0.13

- spin multiplicity = 5
- E (eV) = -83891.4587
- charge = +2
- orbital gap (alpha / beta) (eV) = 7.7 / 4.6
- HOMO level (alpha / beta) (eV) = -12.20 / -13.45
- largest force on an atom (hartree/bohr) = 0.0142

---

Entry 2:
Entry from the Open Molecules 2025 dataset: a cluster of 5 separate species, C38H31BrF7N6O22S in total in a non-equilibrium geometry (wB97M-V/def2-TZVPD).

Last column: Löwdin charge in e.
CARTESIAN COORDINATES (ANGSTROEM)
N (-2.0429, -0.8964, -5.5324)  0.17
C (-1.4653, 0.2150, -5.6667)  -0.53
N (-1.8764, 1.3962, -4.9011)  0.08
N (-0.3551, 0.3781, -6.5456)  0.01
C (0.7588, 0.9340, -5.7211)  -0.23
C (2.1300, 0.5536, -6.2867)  -0.16
C (3.2315, 0.4071, -5.2161)  -0.16
C (2.9261, -0.7551, -4.2184)  -0.06
C (3.2486, -0.4445, -2.7828)  -0.06
C (2.6858, 0.7152, -2.2089)  -0.15
O (1.8783, 1.5436, -2.9010)  0.09
C (2.9452, 0.9834, -0.8796)  -0.20
O (2.4430, 2.0519, -0.2658)  0.01
N (0.9145, 1.9331, -0.2692)  0.12
O (0.4425, 2.8348, -0.7661)  0.22
C (3.7551, 0.0526, -0.1996)  -0.19
S (4.0799, 0.3561, 1.5714)  0.78
O (4.8497, -0.7431, 2.0394)  -0.23
O (4.7492, 1.5860, 1.8070)  -0.21
C (2.4260, 0.2731, 2.4538)  -0.48
F (1.8299, 1.4586, 2.4495)  0.14
F (2.7271, 0.0077, 3.7233)  0.16
C (1.5150, -0.8753, 1.9670)  -0.38
F (2.2182, -2.0061, 1.9354)  0.18
F (0.9874, -0.6137, 0.7659)  0.15
C (0.2931, -1.1566, 2.9377)  -0.54
F (0.5743, -2.0743, 3.8315)  0.22
F (-0.2016, -0.0547, 3.4613)  0.22
F (-0.6729, -1.6748, 2.1457)  0.14
N (4.2774, -0.9821, -0.7260)  0.19
N (3.9948, -1.1890, -1.9844)  -0.06
C (4.6051, -2.4128, -2.5540)  -0.06
C (5.9217, -2.1117, -3.3070)  -0.76
O (6.2778, -2.8454, -4.1701)  0.09
Br (6.9271, -0.5464, -2.7334)  0.79
H (-2.7825, -0.8045, -4.8384)  0.04
H (-1.4382, 1.3587, -3.9860)  0.06
H (-2.8774, 1.3677, -4.7461)  0.07
H (-0.6046, 1.0742, -7.2436)  0.12
H (0.5897, 0.5497, -4.7108)  0.08
H (0.6444, 2.0244, -5.6758)  0.12
H (2.1059, -0.3021, -6.9648)  0.12
H (2.4602, 1.4047, -6.8970)  0.12
H (4.1465, 0.1696, -5.7683)  0.12
H (3.4328, 1.3526, -4.7106)  0.11
H (1.8501, -0.9807, -4.2464)  0.14
H (3.4262, -1.6367, -4.6151)  0.12
H (2.3867, 2.3596, -3.0503)  0.16
H (4.8520, -3.0797, -1.7230)  0.16
H (3.8992, -2.9489, -3.1818)  0.14
C (-2.2514, -6.0556, -1.4959)  0.07
C (-2.8872, -6.0439, -0.3157)  -0.24
C (-2.5150, -5.0756, 0.7685)  -0.30
O (-3.1355, -5.0947, 1.8114)  0.13
C (-1.4115, -4.1517, 0.5154)  0.09
C (-0.7810, -4.1709, -0.6603)  -0.23
C (-1.1699, -5.1184, -1.7513)  -0.32
O (-0.5601, -5.0663, -2.8062)  0.10
O (0.2401, -3.3474, -0.9486)  0.08
O (-3.8795, -6.8826, -0.0377)  0.12
H (-2.5110, -6.7462, -2.2858)  0.14
H (-1.1394, -3.4717, 1.3071)  0.11
H (0.4964, -3.5821, -1.8609)  0.10
H (-4.1660, -6.6686, 0.8707)  0.13
C (3.9070, 3.7344, 7.1466)  0.09
C (3.2518, 3.1551, 6.1343)  -0.22
C (1.7635, 2.9635, 6.1635)  -0.30
O (1.2034, 2.4380, 5.2102)  0.08
C (1.0427, 3.4088, 7.3381)  0.07
C (1.6932, 3.9893, 8.3569)  -0.22
C (3.1782, 4.2010, 8.3200)  -0.31
O (3.7142, 4.7480, 9.2625)  0.13
O (1.0678, 4.4075, 9.4496)  0.13
O (3.8808, 2.7213, 5.0404)  0.11
H (4.9781, 3.8788, 7.1342)  0.14
H (-0.0263, 3.2491, 7.3502)  0.12
H (1.7596, 4.7872, 10.0259)  0.13
H (3.1854, 2.3605, 4.4625)  0.08
C (-5.4659, -5.5963, -3.0375)  0.08
C (-5.0330, -4.3480, -3.2389)  -0.23
C (-5.2762, -3.6274, -4.5310)  -0.31
O (-4.8725, -2.4830, -4.6485)  0.09
C (-5.9802, -4.3328, -5.5894)  0.08
C (-6.4130, -5.5856, -5.3926)  -0.23
C (-6.1935, -6.2976, -4.0903)  -0.31
O (-6.6230, -7.4263, -3.9611)  0.13
O (-7.0586, -6.2681, -6.3328)  0.12
O (-4.3607, -3.6667, -2.3058)  0.10
H (-5.2987, -6.1252, -2.1097)  0.12
H (-6.1336, -3.8084, -6.5219)  0.14
H (-7.2616, -7.1391, -5.9405)  0.12
H (-4.1713, -2.7978, -2.7052)  0.11
C (-1.2522, 6.9147, 4.3973)  0.07
C (-1.1457, 5.7274, 5.0064)  -0.22
C (-2.0438, 5.3523, 6.1562)  -0.30
O (-1.9280, 4.2547, 6.6709)  0.10
C (-3.0198, 6.3317, 6.6100)  0.08
C (-3.1206, 7.5200, 6.0004)  -0.24
C (-2.2462, 7.8840, 4.8389)  -0.32
O (-2.3949, 8.9698, 4.3128)  0.12
O (-3.9975, 8.4424, 6.3858)  0.12
O (-0.2391, 4.8237, 4.6186)  0.10
H (-0.6165, 7.1969, 3.5698)  0.13
H (-3.6467, 6.0580, 7.4468)  0.14
H (-3.8685, 9.2019, 5.7857)  0.12
H (-0.3572, 4.0516, 5.2051)  0.08

- E (eV) = -193779.1251
- charge = +1
- orbital gap (eV) = 5.9
- HOMO level (eV) = -11.09
- largest force on an atom (hartree/bohr) = 0.0597

---

Entry 3:
Entry from the Open Molecules 2025 dataset: a cluster of 2 separate species, C5H10O2 in total in a non-equilibrium geometry (wB97M-V/def2-TZVPD).

Last column: natural (NBO) charge in e.
CARTESIAN COORDINATES (ANGSTROEM)
C (0.1856, -2.1122, 2.6663)  -0.38
C (0.9485, -2.2487, 1.6081)  -0.21
C (1.5600, -1.1018, 0.8812)  -0.38
C (0.9925, -0.4161, -0.1076)  0.35
O (-0.2269, -0.6660, -0.6427)  -0.70
C (1.6812, 0.6720, -0.8774)  -0.66
H (-0.2251, -3.0140, 3.1001)  0.19
H (-0.2210, -1.2684, 3.1996)  0.20
H (1.1401, -3.2205, 1.1575)  0.21
H (2.6024, -0.8982, 1.0845)  0.21
H (-0.8276, -1.2163, -0.1235)  0.49
H (2.1169, 0.2130, -1.7634)  0.22
H (2.4883, 1.0871, -0.2841)  0.23
H (0.9456, 1.3364, -1.3538)  0.23
H (-3.7712, 3.9111, -2.5776)  0.46
H (-5.1469, 4.4075, -2.8217)  0.46
O (-4.2425, 4.5350, -3.1454)  -0.93

- E (eV) = -9440.5106
- charge = 0
- SMILES string = C=C/C=C(/C)O.O
- orbital gap (eV) = 9.3
- HOMO level (eV) = -8.67
- largest force on an atom (hartree/bohr) = 0.0411

---

Entry 4:
Entry from the Open Molecules 2025 dataset: the ion C4H11N2S with charge -1 in a non-equilibrium geometry (wB97M-V/def2-TZVPD).

Last column: natural (NBO) charge in e.
CARTESIAN COORDINATES (ANGSTROEM)
C (-0.3818, -0.3364, 0.1606)  -0.21
N (1.0716, -0.5644, 0.3686)  -0.65
C (1.7976, -1.4253, -0.4979)  -0.05
N (1.9896, -0.9738, -1.8848)  -0.85
C (-0.8091, 0.9925, 0.7200)  -0.44
C (-2.3009, 1.1347, 0.7446)  -0.52
S (-2.9853, 2.4958, 1.8278)  -0.74
H (-0.6042, -0.5162, -0.9090)  0.15
H (-0.8657, -1.1014, 0.7866)  0.18
H (1.4847, 0.3507, 0.5192)  0.35
H (1.4160, -2.4426, -0.5035)  0.18
H (2.8050, -1.3269, -0.0234)  0.17
H (2.5608, -0.1259, -1.8723)  0.34
H (1.1133, -0.5446, -2.1835)  0.34
H (-0.2630, 1.8628, 0.2246)  0.19
H (-0.4971, 0.9966, 1.7965)  0.21
H (-2.7350, 1.3346, -0.2770)  0.17
H (-2.7964, 0.1900, 1.0029)  0.18

- E (eV) = -18141.9718
- charge = -1
- SMILES string = NCNCCC[S-]
- orbital gap (eV) = 5.8
- HOMO level (eV) = -2.30
- largest force on an atom (hartree/bohr) = 0.0491

---

Entry 5:
Entry from the Open Molecules 2025 dataset: the molecule C4H4N2 in a non-equilibrium geometry (wB97M-V/def2-TZVPD).

Last column: natural (NBO) charge in e.
CARTESIAN COORDINATES (ANGSTROEM)
N (-1.2425, -0.8342, -0.4306)  -0.78
C (-0.4651, 0.1089, 0.3659)  -0.21
C (0.9997, -0.0579, 0.2559)  -0.05
C (2.1785, -0.2426, 0.1021)  -0.18
C (-0.8325, 1.4968, 0.0007)  0.28
N (-1.1041, 2.5855, -0.2741)  -0.29
H (-0.8565, -0.8777, -1.3700)  0.37
H (-1.1407, -1.7605, -0.0270)  0.37
H (-0.7635, -0.0222, 1.4134)  0.26
H (3.2266, -0.3961, -0.0363)  0.24

- E (eV) = -7190.3776
- charge = 0
- SMILES string = C#C[C@H](N)C#N
- orbital gap (eV) = 11.1
- HOMO level (eV) = -10.45
- largest force on an atom (hartree/bohr) = 0.0216

---

Entry 6:
Entry from the Open Molecules 2025 dataset: the molecule C16H19N3O3 in a non-equilibrium geometry (wB97M-V/def2-TZVPD).

Last column: natural (NBO) charge in e.
CARTESIAN COORDINATES (ANGSTROEM)
C (0.2927, -1.3080, 0.4587)  -0.11
C (1.7142, -1.5173, -0.0415)  0.66
C (-0.6180, -1.2592, -0.8559)  -0.42
C (-2.1047, -1.2207, -0.5383)  -0.10
C (-2.8148, -2.2295, 0.0199)  -0.03
C (-2.8510, 0.0241, -0.4291)  -0.10
C (-4.0793, -0.3473, 0.1960)  0.13
C (-2.5244, 1.3692, -0.7719)  -0.19
C (-5.1190, 0.5831, 0.4825)  -0.23
C (-3.5469, 2.2717, -0.3848)  -0.24
C (-4.7790, 1.9403, 0.1440)  -0.21
C (2.9181, 0.6675, 0.8182)  -0.14
C (2.3376, 1.8390, -0.1213)  0.79
C (4.4756, 0.7928, 0.9492)  -0.40
C (5.0122, 0.0729, -0.2246)  -0.42
C (4.0522, -1.1515, -0.4117)  -0.20
H (0.5626, -0.1928, 2.1307)  0.37
H (-0.9044, 0.0394, 1.4615)  0.41
H (-0.0949, -2.2125, 1.0737)  0.22
H (-0.3143, -0.4348, -1.4832)  0.22
H (-0.4757, -2.0887, -1.4957)  0.25
H (-2.5626, -3.3000, 0.1797)  0.22
H (-4.9009, -2.2439, 0.6918)  0.42
H (-1.7435, 1.5689, -1.4757)  0.24
H (-6.0213, 0.3066, 0.9570)  0.21
H (-3.4972, 3.3426, -0.6502)  0.21
H (-5.4370, 2.8292, 0.3556)  0.22
H (2.2922, 0.6842, 1.7322)  0.21
H (4.7203, 1.8502, 1.0202)  0.23
H (4.7875, 0.2630, 1.8740)  0.20
H (5.1854, 0.7598, -0.9984)  0.23
H (5.9785, -0.3376, 0.1022)  0.21
H (4.2470, -1.3761, -1.4412)  0.23
H (4.4510, -1.9384, 0.2354)  0.19
H (0.7289, 0.9518, 0.4668)  0.47
N (0.1242, -0.0452, 1.2523)  -0.82
N (-4.0928, -1.7189, 0.3243)  -0.54
N (2.7948, -0.6311, 0.1125)  -0.45
O (1.9330, -2.5048, -0.7159)  -0.61
O (2.9056, 2.5691, -0.9141)  -0.60
O (1.0392, 1.8274, 0.0929)  -0.72

- E (eV) = -27512.3224
- charge = 0
- SMILES string = N[C@@H](Cc1c[nH]c2ccccc12)C(=O)N1CCC[C@H]1C(=O)O
- orbital gap (eV) = 8.6
- HOMO level (eV) = -8.19
- largest force on an atom (hartree/bohr) = 0.0687